Density functional theory data (ωB97M-V/def2-TZVPD) for C21H21F3N4O5 in the gas phase at a distorted geometry.

Each line ends with the Mulliken charge.
Geometry (Å):
1 C -0.34 -1.86 -1.14  -1.11
2 N 0.54 -0.93 -0.48  0.65
3 C 0.92 -1.03 0.82  -0.33
4 O 1.60 -0.17 1.35  -0.67
5 C 0.41 -2.24 1.54  0.38
6 C -0.88 -2.10 2.03  -0.04
7 C -1.50 -3.13 2.72  -0.76
8 C -0.82 -4.34 2.91  -0.79
9 C 0.45 -4.48 2.43  -0.55
10 C 1.12 -3.45 1.74  0.77
11 N 2.38 -3.66 1.28  0.15
12 C 2.84 -4.95 0.80  -0.65
13 H 2.06 -5.70 0.88  0.45
14 C 3.23 -4.80 -0.68  -0.67
15 O 4.21 -3.81 -0.87  -0.43
16 C 3.77 -2.55 -0.39  -0.41
17 C 3.40 -2.65 1.09  -0.76
18 H 3.08 -1.69 1.48  0.45
19 H 4.29 -2.97 1.64  0.42
20 H 4.60 -1.86 -0.54  0.33
21 H 2.90 -2.21 -0.97  0.30
22 H 3.66 -5.73 -1.06  0.37
23 H 2.33 -4.55 -1.27  0.32
24 H 3.72 -5.27 1.37  0.27
25 H 0.98 -5.40 2.62  0.52
26 H -1.30 -5.13 3.46  0.49
27 N -2.83 -2.97 3.21  1.01
28 O -3.37 -1.90 3.07  -0.62
29 O -3.35 -3.94 3.75  -0.65
30 H -1.42 -1.18 1.86  0.76
31 C 0.69 0.37 -1.10  -1.55
32 H 1.59 0.83 -0.69  0.44
33 H 0.80 0.26 -2.19  0.62
34 C -0.52 1.25 -0.77  0.81
35 O -1.46 0.83 -0.15  -0.66
36 N -0.38 2.51 -1.27  0.01
37 C -1.28 3.58 -1.17  0.16
38 C -2.38 3.54 -0.31  -0.57
39 C -3.24 4.61 -0.22  -0.67
40 C -3.03 5.75 -0.98  -0.54
41 C -1.94 5.81 -1.83  -0.61
42 C -1.07 4.74 -1.93  0.31
43 C 0.09 4.82 -2.88  0.78
44 F 0.09 3.82 -3.79  -0.26
45 F 0.14 5.96 -3.57  -0.28
46 F 1.29 4.72 -2.25  -0.27
47 H -1.77 6.70 -2.43  0.48
48 H -3.70 6.59 -0.91  0.40
49 H -4.08 4.55 0.45  0.41
50 H -2.55 2.65 0.28  0.54
51 H 0.47 2.69 -1.78  0.26
52 H -1.39 -1.54 -1.06  0.24
53 H -0.24 -2.85 -0.70  0.40
54 H -0.07 -1.92 -2.20  0.35

Calculated values
Orbital gap   8.02 eV
SMILES   CN(CC(=O)Nc1ccccc1C(F)(F)F)C(=O)c1cc([N+](=O)[O-])ccc1N1CCOCC1
Total energy   -46466.58216 eV
2S+1   1